{"formula": "C38H36F48IN2O8S", "method": "ωB97M-V/def2-TZVPD", "e_homo_ev": -12.809, "charge": 1, "e_tot_ev": -208714.0939, "elements": ["O", "C", "N", "C", "C", "C", "S", "N", "C", "C", "C", "C", "O", "I", "H", "H", "H", "H", "H", "H", "H", "H", "H", "H", "H", "H", "C", "C", "C", "F", "F", "F", "F", "O", "C", "C", "F", "F", "F", "F", "H", "H", "H", "H", "C", "C", "C", "F", "F", "F", "F", "O", "C", "C", "F", "F", "F", "F", "H", "H", "H", "H", "C", "C", "C", "F", "F", "F", "F", "O", "C", "C", "F", "F", "F", "F", "H", "H", "H", "H", "C", "C", "C", "F", "F", "F", "F", "O", "C", "C", "F", "F", "F", "F", "H", "H", "H", "H", "C", "C", "C", "F", "F", "F", "F", "O", "C", "C", "F", "F", "F", "F", "H", "H", "H", "H", "C", "C", "C", "F", "F", "F", "F", "O", "C", "C", "F", "F", "F", "F", "H", "H", "H", "H"], "coordinates": [[2.9666, 0.3987, 0.6294], [1.8315, 0.7371, 0.1941], [0.6296, 1.3049, 0.2040], [0.8362, 2.7404, -0.2087], [1.7169, 3.5968, 0.8660], [1.0086, 4.9500, 1.3779], [2.1601, 5.9759, 2.4687], [0.4140, 5.8078, 0.2964], [-0.1299, 5.0567, -0.8866], [-0.5163, 3.5187, -0.6073], [-1.7478, 3.3015, 0.4251], [-3.1309, 2.9242, -0.3203], [-3.2262, 2.0171, -1.2032], [-4.9659, 4.0499, 0.1682], [1.4838, 2.7051, -1.1768], [1.9489, 2.9531, 1.8075], [2.7149, 3.9000, 0.3624], [0.1294, 4.6339, 2.0733], [1.6863, 5.9400, 3.7935], [-0.3454, 6.4075, 0.6966], [1.1758, 6.4297, -0.0605], [0.6348, 5.0583, -1.7609], [-1.0862, 5.5648, -1.3146], [-0.8704, 3.0590, -1.6178], [-1.9345, 4.3413, 0.9199], [-1.4804, 2.5956, 1.2965], [2.5260, 10.8489, -0.2149], [3.7366, 11.7121, 0.1933], [4.7722, 11.9622, -0.9021], [5.3423, 10.8228, -1.3444], [5.7827, 12.7329, -0.4282], [4.3114, 11.1730, 1.2965], [3.2443, 12.9238, 0.5845], [2.5776, 9.4567, 0.1382], [3.2539, 8.5962, -0.7565], [4.4890, 7.9410, -0.1277], [5.3820, 8.8614, 0.2880], [5.1320, 7.1532, -1.0236], [3.5325, 9.2604, -1.8925], [2.3477, 7.6350, -1.0982], [1.6743, 11.2335, 0.3542], [2.2438, 10.9932, -1.2618], [4.3291, 12.4849, -1.7540], [4.2105, 7.3276, 0.7337], [-0.5342, -3.1585, 0.3878], [-1.5452, -3.3886, 1.5285], [-2.7853, -4.2001, 1.1578], [-3.5269, -3.6024, 0.2033], [-3.5978, -4.3410, 2.2379], [-1.8862, -2.1901, 2.0670], [-0.8829, -4.0649, 2.5150], [-0.6177, -1.8953, -0.2899], [-1.5614, -1.8145, -1.3435], [-2.6722, -0.7966, -1.0672], [-3.3586, -1.1003, 0.0584], [-3.5735, -0.7759, -2.0787], [-2.0326, -3.0480, -1.6173], [-0.8597, -1.4331, -2.4379], [0.4550, -3.1460, 0.8546], [-0.4941, -3.9968, -0.3136], [-2.5152, -5.2014, 0.8145], [-2.2601, 0.2077, -0.9502], [5.8909, -4.1332, -0.7442], [5.3351, -5.4312, -0.1245], [4.5992, -6.3632, -1.0860], [3.5055, -5.7891, -1.6280], [4.1617, -7.4684, -0.4302], [4.5579, -5.1150, 0.9411], [6.4021, -6.1162, 0.3832], [5.0981, -2.9486, -0.5781], [4.0661, -2.7344, -1.5213], [2.6739, -2.7470, -0.8828], [2.4156, -3.9266, -0.2706], [1.7084, -2.5751, -1.8205], [4.1888, -3.6170, -2.5333], [4.3053, -1.5146, -2.0611], [6.8146, -3.9101, -0.2018], [6.2083, -4.2684, -1.7823], [5.2557, -6.6965, -1.8941], [2.5778, -1.9523, -0.1377], [-0.4711, 0.2384, -5.3432], [-0.8637, -0.3444, -6.7156], [0.2835, -0.9218, -7.5436], [1.2119, 0.0040, -7.8574], [-0.1829, -1.4062, -8.7227], [-1.5475, 0.5944, -7.4152], [-1.7537, -1.3529, -6.4775], [-0.2977, 1.6625, -5.2755], [0.9703, 2.1705, -5.6446], [0.9060, 3.0779, -6.8777], [0.4128, 2.4248, -7.9511], [2.1426, 3.5145, -7.2203], [1.8404, 1.1510, -5.7861], [1.4069, 2.8864, -4.5758], [-1.3172, 0.0441, -4.6770], [0.3661, -0.2969, -4.8855], [0.7747, -1.7455, -7.0188], [0.2701, 3.9478, -6.6900], [-6.2599, -5.2573, 0.8549], [-5.7208, -6.5948, 0.3090], [-6.1269, -6.9328, -1.1248], [-7.4603, -7.0549, -1.2694], [-5.5938, -8.1253, -1.4981], [-6.0602, -7.5904, 1.1630], [-4.3505, -6.5219, 0.3466], [-7.4338, -5.3223, 1.6762], [-8.6816, -5.3353, 1.0068], [-9.4633, -6.6316, 1.2424], [-8.7734, -7.7138, 0.8181], [-10.6328, -6.6214, 0.5573], [-8.4941, -5.0631, -0.3014], [-9.3796, -4.2882, 1.5072], [-5.4903, -4.8729, 1.5272], [-6.3498, -4.4941, 0.0761], [-5.7672, -6.1756, -1.8268], [-9.6841, -6.7670, 2.3048], [0.5893, -2.3582, 5.8210], [1.5503, -3.5067, 5.4537], [0.9174, -4.8937, 5.3536], [0.3817, -5.3025, 6.5202], [1.8545, -5.8191, 5.0218], [2.5921, -3.5053, 6.3208], [2.0828, -3.2025, 4.2304], [0.5619, -1.9542, 7.1965], [-0.2875, -2.6880, 8.0604], [0.4841, -3.4238, 9.1607], [1.3765, -4.2976, 8.6445], [-0.3578, -4.1422, 9.9425], [-1.0737, -3.5059, 7.3309], [-1.1185, -1.7776, 8.6212], [0.9602, -1.4734, 5.2944], [-0.4178, -2.5128, 5.4223], [0.1412, -4.9198, 4.5845], [1.0295, -2.7184, 9.7939]], "atomic_forces_ev_per_a": [[-7.0517, 1.4728, -3.5434], [1.6939, 0.9603, 4.5558], [5.1414, -1.5511, -0.8068], [0.8648, 1.3190, -1.3104], [0.2976, 0.4174, -0.1294], [-0.9013, -2.2050, 2.8601], [-0.3589, -0.2274, -0.0740], [0.2331, 0.5817, -0.2325], [-1.3996, -1.7004, -2.6319], [-0.0609, -1.1917, -0.3113], [-0.0111, 1.8615, 0.3992], [0.1496, -3.5883, -3.0700], [0.7811, 4.6523, 4.2448], [1.2700, -0.5490, -0.1021], [-1.2922, 0.4034, 1.5291], [-0.3931, 1.2891, -1.6562], [-1.5052, -0.6254, 0.9412], [1.4542, 0.5661, -1.3803], [-0.1732, -0.3268, -1.6266], [1.0018, -0.4511, -0.2572], [-0.7285, -0.0671, 0.3091], [-1.0747, 0.1353, 1.7405], [1.7843, -0.5524, 1.0522], [0.7200, 0.9803, 1.6306], [0.0534, -1.8498, -0.6617], [-0.6442, 0.6906, -1.6282], [-0.9214, 0.2307, 0.1206], [-0.1319, -0.4175, 0.8120], [0.8328, 0.7318, -0.3163], [-0.1340, 0.0111, 0.1146], [-0.4005, -0.0515, 0.1970], [0.0693, -0.0068, -0.3351], [0.0641, -0.1464, -0.5274], [1.2930, -0.6802, -0.8950], [-0.8081, 2.3576, 0.1387], [0.9810, -0.2949, 0.4586], [-0.5720, -0.1206, -0.0826], [-0.5418, 0.0554, -0.1660], [0.0548, -0.9026, 0.2140], [-0.0542, -0.7390, 0.0882], [0.2775, -0.0899, 0.1249], [0.3415, -0.0639, 0.0934], [-0.1791, -0.0283, 0.0527], [-0.2129, 0.0518, -0.0352], [0.8557, 0.0461, -0.0528], [0.2993, 0.8683, -0.1013], [-0.4551, -0.6815, 0.2378], [0.0377, -0.0261, 0.1933], [0.4575, 0.2052, 0.2523], [-0.1426, -0.1962, -0.0588], [-0.1958, -0.2752, -0.2474], [-1.5548, -0.2581, -0.3130], [1.4223, -1.1698, 0.4524], [-0.4238, 0.5100, 0.1491], [0.2998, 0.0299, -0.0772], [0.4357, -0.2213, -0.0985], [-0.1600, 0.5716, -0.3504], [-0.3637, 0.4325, 0.0677], [-0.2808, 0.1029, 0.1303], [-0.2655, 0.1329, 0.1309], [0.1790, 0.0885, 0.0114], [0.2133, -0.2981, -0.1076], [0.7808, 0.4572, 0.0814], [-0.0489, 0.6730, 0.6702], [-0.2194, -1.0057, -0.1139], [0.0728, 0.0266, 0.1062], [0.2594, 0.2242, 0.1576], [-0.0904, -0.1363, -0.3094], [-0.1395, -0.0673, -0.5109], [-1.3890, -0.5990, -0.7627], [2.2065, -0.3050, 0.0471], [-0.5960, -0.0411, 0.4136], [0.2638, 0.2447, -0.1193], [0.4122, 0.0696, -0.2208], [-0.5712, 0.4361, 0.0430], [-0.5638, 0.0023, 0.2562], [-0.2774, -0.0587, 0.1311], [-0.3125, -0.1227, 0.1086], [0.1244, 0.1289, 0.0364], [0.2575, -0.0181, -0.1089], [-0.3886, -0.0833, 0.8179], [-0.5820, 0.7367, 0.1106], [0.2215, -0.6717, -0.7829], [-0.1489, -0.0212, 0.0785], [-0.2552, 0.0627, 0.3055], [0.3116, -0.1480, -0.0240], [0.5143, -0.1043, 0.0317], [1.2242, 0.1447, -1.0175], [-0.8582, -1.5704, 1.0166], [-0.1154, 0.4929, -0.8343], [-0.0077, 0.0428, 0.4742], [-0.0108, -0.1556, 0.4635], [0.1454, 0.7075, -0.0691], [-0.0038, 0.4158, -0.2142], [-0.0197, 0.1177, -0.2812], [0.0150, 0.0945, -0.3323], [-0.0827, 0.0346, 0.1678], [0.0107, -0.0976, 0.2100], [0.2326, 0.6726, 0.5588], [-0.5700, -0.1205, 0.9593], [0.1763, -0.5531, -0.7922], [0.2219, 0.0114, 0.1096], [0.2074, 0.1354, 0.2730], [0.0280, 0.1191, -0.3966], [-0.1328, 0.1104, -0.4263], [-0.7847, -0.7219, -1.2018], [1.4848, 1.2184, 0.1695], [-0.4285, -0.7556, 0.2099], [0.0703, 0.3339, 0.1306], [0.2025, 0.4083, 0.0278], [-0.5615, -0.1492, 0.2114], [-0.1954, -0.5234, 0.0625], [-0.2612, -0.3150, -0.0257], [-0.1093, -0.3318, -0.0768], [0.0491, 0.1308, 0.1325], [0.0941, 0.2293, -0.0181], [-0.1628, 0.8532, -0.1524], [0.4340, 0.5373, 0.7117], [0.0198, -0.9590, -0.3604], [0.1260, 0.1352, -0.1173], [0.1309, 0.3691, -0.0966], [-0.2581, -0.1991, -0.1315], [-0.3925, -0.2024, -0.1174], [-0.3614, -1.4196, 0.3584], [-0.2882, 1.0366, -1.5249], [0.5092, -0.4110, 0.6580], [-0.1597, 0.3370, -0.0939], [-0.2058, 0.3273, -0.2838], [0.0184, 0.0042, 0.6092], [0.3546, -0.2823, 0.3164], [0.1857, -0.1823, 0.1702], [0.1613, -0.2921, 0.1477], [0.0017, 0.1957, -0.0007], [-0.1425, 0.1433, -0.1422]]}

***

{"formula": "C38H36N2O2PSSn", "method": "ωB97M-V/def2-TZVPD", "e_homo_ev": -3.715, "de_lowest_kj_mol": 42.1, "charge": -1, "e_tot_ev": -73022.8468, "elements": ["Sn", "C", "C", "C", "C", "C", "C", "P", "C", "C", "C", "C", "C", "C", "C", "C", "C", "C", "C", "C", "H", "H", "H", "H", "H", "H", "H", "H", "H", "H", "H", "H", "H", "H", "S", "C", "C", "C", "C", "C", "C", "N", "C", "C", "C", "C", "C", "C", "C", "H", "H", "H", "H", "H", "H", "H", "H", "C", "O", "H", "H", "H", "O", "C", "C", "C", "C", "C", "C", "N", "H", "H", "H", "H", "H", "H", "H", "H", "H", "H", "H"], "coordinates": [[0.0807, -2.3501, 0.5027], [-1.1206, 0.3770, 6.5361], [-1.7669, 0.5840, 5.3270], [-1.0456, 0.6230, 4.1395], [0.3363, 0.4534, 4.1455], [0.9744, 0.2350, 5.3670], [0.2577, 0.2056, 6.5521], [1.3355, 0.3145, 2.6067], [2.4362, 1.7862, 2.7731], [2.2334, 2.8405, 3.6647], [3.1027, 3.9217, 3.6968], [4.1911, 3.9694, 2.8355], [4.4112, 2.9231, 1.9513], [3.5459, 1.8382, 1.9316], [0.1138, 0.8695, 1.3715], [-0.1719, 2.2195, 1.1513], [-1.2119, 2.5854, 0.3123], [-1.9846, 1.5897, -0.2769], [-1.6849, 0.2532, -0.0583], [-0.6120, -0.1610, 0.7487], [-1.6855, 0.3414, 7.4594], [-2.8430, 0.7051, 5.3000], [-1.5707, 0.7647, 3.2034], [2.0470, 0.0702, 5.3881], [0.7742, 0.0351, 7.4892], [1.3812, 2.8144, 4.3331], [2.9277, 4.7338, 4.3923], [4.8697, 4.8131, 2.8622], [5.2625, 2.9470, 1.2818], [3.7266, 1.0143, 1.2492], [0.4114, 2.9886, 1.6417], [-1.4299, 3.6328, 0.1374], [-2.8204, 1.8565, -0.9158], [-2.3024, -0.4906, -0.5478], [-3.4253, -3.6316, -3.2312], [-2.1754, -3.0937, -4.3027], [-2.0741, -3.2121, -5.6861], [-0.9431, -2.7110, -6.3057], [0.0798, -2.1116, -5.5618], [-0.0216, -1.9976, -4.1900], [-1.1641, -2.4776, -3.5533], [-1.3964, -2.4128, -2.1910], [-2.5096, -2.9710, -1.8663], [-3.0085, -3.0970, -0.4875], [-4.3602, -3.4049, -0.2849], [-4.8616, -3.5274, 0.9956], [-4.0014, -3.3601, 2.0765], [-2.6626, -3.0714, 1.8641], [-2.1202, -2.9145, 0.5828], [-2.8574, -3.6875, -6.2628], [-0.8463, -2.7932, -7.3812], [0.9679, -1.7342, -6.0525], [0.7785, -1.5588, -3.6125], [-5.0243, -3.5331, -1.1332], [-5.9100, -3.7502, 1.1528], [-4.3822, -3.4558, 3.0877], [-1.9982, -2.9724, 2.7163], [0.4204, -2.9394, 3.6995], [0.3058, -3.2534, 2.3576], [-0.4314, -2.3578, 4.0922], [1.3251, -2.3547, 3.9306], [0.4700, -3.8615, 4.2997], [2.6738, -0.3114, -4.7186], [2.7270, 0.5537, -3.8730], [2.3041, 0.3571, -2.4380], [1.1722, 1.3582, -2.1237], [0.2529, 1.6900, -3.3172], [0.7471, 2.8105, -4.2496], [1.9865, 2.4629, -5.0764], [3.0305, 1.8829, -4.2142], [3.1515, 0.4976, -1.7608], [1.9673, -0.6716, -2.3140], [1.5845, 2.2926, -1.7270], [0.5711, 0.9390, -1.3182], [-0.7114, 1.9980, -2.9099], [0.0552, 0.7843, -3.9007], [0.9669, 3.6951, -3.6388], [-0.0595, 3.1002, -4.9298], [2.3785, 3.3439, -5.5872], [1.7540, 1.7176, -5.8364], [3.1055, 2.4412, -3.3719]], "atomic_forces_ev_per_a": [[-0.0087, -0.0651, -0.1037], [-0.0309, 0.0265, -0.0392], [0.0016, -0.0131, 0.0346], [-0.0134, 0.0075, 0.0247], [0.0005, -0.0778, -0.0630], [0.0224, -0.0093, 0.0455], [0.0580, 0.0218, 0.0087], [0.0913, 0.0548, -0.0004], [-0.0928, 0.0316, 0.1198], [-0.0338, -0.0372, -0.0539], [0.0439, 0.0087, -0.0246], [-0.0110, 0.0082, 0.0508], [-0.0012, -0.0205, -0.0192], [-0.0043, 0.0018, -0.0805], [-0.0056, -0.0511, -0.0144], [-0.0612, -0.0302, -0.0296], [-0.0028, -0.0256, 0.0230], [0.0306, 0.0395, 0.0098], [0.0016, -0.0326, -0.0161], [-0.0211, 0.0241, 0.0778], [-0.0030, -0.0035, -0.0001], [-0.0011, 0.0045, 0.0012], [0.0248, 0.0027, -0.0059], [-0.0118, 0.0044, -0.0125], [-0.0061, -0.0065, -0.0068], [0.0096, 0.0183, 0.0012], [-0.0072, -0.0077, 0.0044], [-0.0056, 0.0011, -0.0103], [0.0001, -0.0057, 0.0051], [0.0097, -0.0046, -0.0028], [0.0420, 0.0365, 0.0368], [-0.0017, -0.0015, -0.0052], [0.0052, 0.0066, -0.0036], [0.0079, -0.0326, 0.0138], [-0.0021, 0.0012, 0.0276], [0.0287, 0.0119, -0.0257], [-0.0184, -0.0008, 0.0205], [-0.0104, 0.0028, -0.0007], [0.0022, -0.0065, -0.0247], [-0.0059, -0.0021, -0.0359], [0.0131, -0.0121, 0.0551], [-0.0023, 0.0300, 0.0074], [-0.0316, -0.0130, -0.0580], [-0.0012, -0.0062, -0.0156], [0.0158, -0.0040, 0.0208], [-0.0027, -0.0065, -0.0223], [-0.0025, 0.0072, 0.0052], [0.0197, 0.0044, 0.0067], [0.0480, 0.0112, 0.0245], [-0.0004, 0.0017, 0.0012], [0.0021, -0.0023, 0.0020], [-0.0120, -0.0133, 0.0099], [-0.0808, -0.0457, -0.0505], [-0.0085, 0.0051, -0.0008], [-0.0013, -0.0050, -0.0047], [0.0071, -0.0059, 0.0043], [-0.0637, -0.0078, -0.0512], [-0.0026, 0.0458, -0.0516], [-0.0384, 0.0262, 0.0775], [-0.0264, 0.0592, 0.0165], [0.0087, -0.0169, 0.0014], [0.0242, 0.0035, -0.0063], [-0.0087, 0.0807, 0.0451], [0.0304, -0.0536, -0.0393], [0.0839, -0.0368, 0.0053], [-0.0310, 0.0106, -0.0238], [0.0221, 0.0051, -0.0129], [-0.0038, 0.0079, 0.0034], [-0.0097, -0.0262, 0.0038], [-0.0229, -0.0103, 0.0257], [-0.0172, 0.0445, 0.0042], [0.0654, 0.0452, 0.0708], [0.0079, -0.0106, 0.0007], [-0.0078, -0.0195, -0.0138], [-0.0089, 0.0088, 0.0108], [-0.0024, -0.0056, 0.0124], [-0.0010, -0.0037, 0.0055], [0.0018, 0.0022, 0.0002], [0.0028, 0.0115, 0.0141], [0.0095, -0.0020, -0.0062], [0.0053, 0.0158, -0.0040]]}